No. 1
{
  "formula": "C11H25F5NO3P2ReTe",
  "method": "ωB97M-V/def2-TZVPD",
  "charge": 1,
  "de_lowest_ev": 0.2485,
  "largest_force_ha_per_bohr": 0.069,
  "e_tot_ha": -2242.59786,
  "spin_multiplicity": 4,
  "species": ["C", "C", "N", "C", "C", "C", "C", "P", "Re", "P", "C", "O", "O", "H", "H", "H", "C", "C", "H", "H", "H", "H", "C", "C", "H", "H", "H", "H", "H", "H", "H", "H", "H", "H", "H", "H", "H", "H", "H", "H", "H", "H", "F", "Te", "F", "F", "F", "F", "O"],
  "xyz": [[2.74796, -0.85090, -2.72966], [1.81790, -0.17125, -1.89165], [1.35198, -0.84289, -0.76748], [2.04143, -1.86263, -0.25389], [3.08767, -2.45047, -0.97870], [3.39670, -1.97287, -2.25926], [1.29205, 1.11149, -2.12289], [0.34978, 1.93182, -0.85931], [-0.41854, -0.02521, 0.32134], [-0.00466, -1.76007, 1.68915], [1.68345, -2.35667, 1.14323], [-1.49427, -0.22970, -5.31523], [-4.44967, 0.17569, -1.19554], [2.97137, -0.36632, -3.67804], [3.59219, -3.28820, -0.52273], [4.14125, -2.48851, -2.87437], [1.33465, 3.19980, -0.02572], [-1.05234, 2.86190, -1.50988], [1.67684, -3.46122, 1.14271], [2.40505, -2.02921, 1.91618], [-2.06509, 0.10325, -6.00521], [1.48699, 1.63200, -3.07839], [0.13546, -1.40522, 3.46634], [-1.03447, -3.25263, 1.64976], [-0.67729, -1.24576, -0.90193], [-3.67250, 0.66342, -1.35584], [-4.32845, -0.64665, -1.66700], [-1.36186, -1.16394, -5.51972], [0.53987, 1.07385, 1.15441], [-1.23838, -1.64173, -0.29323], [1.32414, 4.07133, -0.69882], [0.80740, 3.42566, 0.91204], [2.34385, 2.78298, 0.13153], [-0.65373, 3.57591, -2.23542], [-1.79160, 2.21780, -2.00323], [-1.50106, 3.40538, -0.66838], [-0.50756, -4.13135, 2.03215], [-1.92494, -3.09276, 2.26600], [-1.34714, -3.46536, 0.62332], [0.40125, -2.31850, 4.02333], [0.88760, -0.61935, 3.62525], [-0.83037, -1.01397, 3.82058], [-3.46452, 3.23345, 3.34656], [-1.74168, 2.32147, 3.14976], [0.17916, 1.72711, 3.26422], [-2.12675, 0.97676, 4.56912], [-1.07159, 3.76408, 1.93228], [-1.19699, 3.45360, 4.54771], [-2.04056, 0.44456, 0.68458]]
}

No. 2
{
  "formula": "C4H30NO13",
  "method": "ωB97M-V/def2-TZVPD",
  "charge": 1,
  "de_lowest_ev": 3.5427,
  "largest_force_ha_per_bohr": 0.160,
  "e_tot_ha": -1202.95691,
  "species": ["C", "O", "C", "C", "C", "O", "O", "N", "H", "H", "H", "H", "H", "H", "H", "H", "H", "H", "H", "H", "O", "H", "H", "O", "H", "H", "O", "H", "H", "O", "H", "H", "O", "H", "H", "O", "H", "H", "O", "H", "H", "O", "H", "H", "O", "H", "H", "O"],
  "xyz": [[1.43149, -0.63824, 1.32367], [1.23578, -2.01208, 1.60435], [0.27636, -0.20064, 0.39856], [0.36164, 1.22236, -0.29077], [-0.43011, 1.17634, -1.64022], [-1.68635, 0.77011, -1.62043], [0.06101, 1.49030, -2.66724], [-1.12561, -0.32671, 1.01684], [1.24070, -0.23405, 2.38137], [2.32092, -0.31070, 0.95638], [1.96538, -2.57700, 1.18239], [0.47744, -0.90300, -0.52262], [1.33756, 1.55282, -0.51405], [0.11769, 1.98517, 0.30517], [-2.34957, 1.13440, -0.91102], [-1.14608, 0.26020, 1.72930], [-1.19574, -1.32666, 1.39074], [-1.89735, -0.13620, 0.32966], [-4.10848, 2.20881, -0.90960], [-2.99034, 2.44309, 0.34827], [-3.52323, 1.80212, -0.20125], [-1.02205, 3.46641, -2.30092], [0.44879, 3.89991, -2.48695], [-0.40196, 4.06683, -1.90794], [-1.41993, 3.19567, 1.28037], [-2.09439, 2.88168, 2.56176], [-2.02689, 2.50276, 1.69313], [-2.31469, -2.08665, -0.41177], [-3.10766, -1.63633, -1.40533], [-3.02698, -1.46410, -0.55875], [0.27221, 4.91289, 1.09946], [-0.38292, 4.28709, -0.21673], [-0.14301, 4.16400, 0.71527], [-2.15170, -3.84609, 1.12906], [-0.66701, -4.21536, 0.66037], [-1.42672, -3.50876, 0.71838], [3.82026, -2.21175, -2.12470], [2.61898, -2.90428, -2.85413], [3.21792, -2.92168, -1.95255], [2.30070, -0.31859, 4.52188], [1.62361, -1.60261, 3.91279], [2.29723, -0.91635, 3.91028], [4.19509, -2.09360, 1.15554], [3.65343, -2.36467, -0.24571], [3.64589, -1.90036, 0.51283], [0.31787, -1.91491, -4.40418], [0.50214, -2.49868, -2.89901], [0.89866, -2.35290, -3.79191]]
}

No. 3
{
  "formula": "C22H35CuNO2P2S2",
  "method": "ωB97M-V/def2-TZVPD",
  "largest_force_ha_per_bohr": 0.066,
  "e_tot_ha": -4183.82876,
  "spin_multiplicity": 2,
  "species": ["P", "P", "C", "C", "H", "H", "H", "H", "C", "H", "H", "H", "C", "H", "H", "H", "C", "H", "H", "H", "C", "H", "H", "H", "Cu", "C", "C", "C", "C", "C", "C", "C", "C", "C", "H", "H", "H", "H", "H", "H", "H", "H", "H", "H", "H", "H", "H", "H", "H", "O", "S", "O", "N", "C", "S", "C", "C", "C", "C", "C", "C", "H", "H", "H", "H"],
  "xyz": [[-1.71662, 0.10875, -1.14286], [1.03570, -0.49112, 1.17303], [0.17274, 0.18438, -1.50262], [1.15341, -0.65163, -0.64721], [0.46007, 1.25716, -1.51200], [0.29064, -0.17628, -2.55021], [1.09315, -1.74249, -0.85045], [2.18435, -0.34547, -0.86890], [2.28557, 0.64255, 1.81787], [2.22236, 0.64401, 2.91175], [2.09166, 1.65527, 1.44750], [3.25883, 0.27235, 1.47872], [1.62228, -2.07730, 1.71299], [2.70431, -2.01141, 1.89942], [1.36475, -2.85491, 0.99074], [1.08937, -2.23158, 2.66503], [-2.55949, 1.50845, -1.95473], [-3.66412, 1.37458, -1.88822], [-2.26100, 1.50101, -3.03442], [-2.29693, 2.48760, -1.50748], [-2.18700, -1.19400, -2.30946], [-1.57141, -2.09363, -2.14573], [-2.03184, -0.81604, -3.33995], [-3.26264, -1.42442, -2.18344], [-0.76326, 0.62980, 0.75455], [3.09951, 0.45118, -2.86510], [3.04085, 1.59360, -2.14997], [2.98509, 2.95338, -2.79830], [1.96088, 3.10280, -3.97180], [0.71082, 2.26446, -3.84501], [0.57492, 1.05428, -4.42745], [1.71020, 0.27730, -5.06505], [3.10025, 0.37751, -4.37168], [-2.29130, -0.75289, 0.59072], [3.32869, -0.51556, -2.37876], [3.21707, 1.59872, -1.06638], [3.97783, 3.20515, -3.21222], [2.76288, 3.72374, -2.03703], [1.66073, 4.15629, -4.00038], [2.48440, 2.93836, -4.93153], [-0.14649, 2.74359, -3.34454], [-0.42643, 0.62133, -4.58241], [1.84332, 0.60016, -6.11342], [1.41664, -0.78748, -5.11415], [3.64018, -0.54113, -4.62908], [3.69169, 1.18586, -4.84096], [-1.72453, -1.59808, 1.03035], [-3.08634, -1.17518, -0.06756], [-2.82459, -0.21006, 1.38866], [0.18625, -3.54600, 5.22645], [-0.74208, -2.88585, 4.34261], [-1.32624, -3.65853, 3.27022], [-0.09134, -1.47276, 3.71557], [-0.84300, -0.38990, 3.88064], [-0.52996, 1.06618, 3.03735], [-1.91573, -0.60220, 4.84827], [-2.89016, 0.25287, 5.38483], [-3.83188, -0.25869, 6.27330], [-3.79890, -1.60860, 6.63553], [-2.83834, -2.47981, 6.11820], [-1.91275, -1.94387, 5.24826], [-2.90289, 1.29796, 5.08802], [-4.61412, 0.37799, 6.68395], [-4.54675, -2.02347, 7.30716], [-2.82323, -3.54832, 6.32878]]
}